76
Properties=species:S:1:pos:R:3:forces:R:3:mulliken_charge:R:1 method="wB97M-V/def2-TZVPD" orbital_gap_ev=7.4 smiles="O=C1c2ccccc2C(=O)c2ccccc21.O=C1c2ccccc2C(=O)c2ccccc21.[H]/N=C/CB(CCN)CCCO" e_tot_ev=-50724.9073 de_lowest_ev=0.000 total_charge=0 spin_multiplicity=1 e_lumo_ha=-0.040 homo_energy_ha=-0.3117
H 1.67968 2.60435 3.22366 0.0 0.0 0.0 0.535
N -2.29407 -1.16748 -1.88333 -0.2 0.1 -0.5 -0.534
C 6.57693 4.77244 2.33228 0.0 0.0 -0.1 0.475
H -5.47226 -3.00831 4.81840 0.0 0.0 0.0 0.390
C 5.07924 3.77832 0.57552 -0.1 0.0 0.0 0.523
H 7.36717 6.86323 -3.14412 0.0 0.0 0.0 0.402
H -3.36853 -3.20549 1.09907 0.0 0.0 0.0 0.612
O -1.39542 -1.84866 0.50848 0.2 -0.1 0.4 -0.711
H 0.47918 -0.24275 0.25739 -0.1 0.0 0.0 0.456
C 7.01600 4.83769 3.64856 0.0 0.0 0.1 -0.701
H -1.52363 -3.21259 -3.16899 0.0 0.0 0.1 0.362
O -3.82811 -5.03482 -0.22336 -0.3 -0.1 0.1 -0.598
C 4.98606 3.07061 2.95031 0.0 -0.1 0.1 -0.414
H -4.20339 -4.79435 -6.08494 0.0 0.0 -0.2 0.301
C -0.64206 -0.25352 2.07620 -0.1 0.0 0.0 0.278
H -5.19873 -3.98365 2.55457 0.0 0.0 0.0 0.480
H 4.55737 3.82431 -2.03734 0.0 0.0 0.1 0.473
C -2.89405 -1.53696 -3.16764 0.1 0.2 0.2 -0.773
C -3.63744 -5.08223 -3.33709 0.1 0.2 -0.2 -0.762
N -5.74193 -2.45346 -4.73601 0.1 -0.1 0.0 -0.416
C 5.56041 3.88239 1.98157 0.0 0.0 -0.1 0.015
O -1.98112 0.30396 5.38678 0.0 0.0 0.0 -0.673
C 5.33213 4.53120 -1.77552 0.0 0.0 -0.1 -0.477
C 7.20105 5.66621 1.31496 0.1 0.1 0.0 0.551
C -2.63123 -1.78799 2.51656 0.0 0.1 0.0 0.181
C -2.24882 -2.77588 -3.85798 -0.1 -0.1 -0.2 -0.539
H -5.36132 -5.82063 -2.22538 0.0 0.0 0.1 0.401
H 4.97549 2.50698 5.01398 0.0 0.0 0.0 0.424
C 5.42501 3.14063 4.26089 0.0 0.0 0.0 -0.680
H -6.61707 -1.98495 -4.95776 -0.1 0.1 0.0 0.197
H -5.61908 -4.23833 -2.93539 0.0 0.0 -0.1 0.329
C 6.73522 5.54510 -0.09626 0.0 -0.1 0.0 0.153
C -4.52570 -3.21068 2.90149 0.0 0.0 0.1 -0.479
C -3.50387 -2.77306 2.07824 0.0 -0.1 0.0 -0.597
C 1.03182 1.79749 2.90536 0.0 0.0 0.0 -0.599
H -2.88804 -4.95835 -0.37853 0.3 -0.1 -0.1 0.361
C 6.44286 4.02243 4.60921 0.0 0.0 0.0 -0.431
H -2.80469 -0.68743 -3.84533 -0.1 0.0 -0.1 0.332
C -4.67616 -2.66349 4.17177 0.0 0.0 0.0 -0.556
C -3.80778 -1.67910 4.61532 -0.1 -0.1 0.0 -0.672
C -4.87816 -4.86770 -2.44423 0.0 -0.1 0.1 -0.398
H 5.60816 5.24300 -3.77348 0.0 0.0 0.0 0.404
H -3.96259 -1.68654 -3.02402 -0.1 0.0 0.0 0.475
H -1.40158 -1.61132 -1.72837 0.0 0.0 0.0 0.259
C -2.78346 -1.23463 3.78908 0.0 0.0 0.0 0.501
C 5.73515 4.63680 -0.45027 0.0 0.0 0.1 0.150
H -1.69187 -2.43905 -4.73477 0.1 0.1 0.0 0.355
H 6.78781 4.07304 5.63332 0.0 0.0 0.0 0.391
C -1.86716 -0.16427 4.27372 0.0 0.0 0.1 0.527
C 7.31840 6.34666 -1.06911 0.0 0.0 -0.1 -0.593
H -0.10292 1.77698 4.73128 -0.1 0.0 0.0 0.480
H 8.08865 7.04870 -0.78209 0.0 0.0 0.1 0.475
C 0.36347 0.20505 1.23434 0.1 0.0 0.0 -0.604
C 1.20014 1.22776 1.64739 0.0 0.0 0.0 -0.510
C -5.26138 -3.01606 -5.76508 -0.1 0.2 0.0 -0.139
C -1.54182 -1.34264 1.60368 0.1 0.0 0.0 0.433
C -3.97767 -3.78008 -5.73625 -0.1 -0.3 0.3 -0.630
O 8.06002 6.46333 1.62522 0.0 0.0 0.0 -0.664
H 7.80444 5.53017 3.90807 0.0 0.0 -0.1 0.484
H -3.75640 -5.98558 -3.94008 -0.1 -0.1 0.0 0.324
H -2.77300 -5.24919 -2.68904 0.0 -0.2 0.1 0.299
C -0.80546 0.31518 3.34196 0.0 -0.1 0.0 0.172
C 0.03470 1.34240 3.75096 0.1 0.1 0.0 -0.667
O 4.18308 3.01683 0.27551 0.0 0.0 0.0 -0.655
C -4.50885 -4.18199 -1.13995 0.1 0.0 -0.2 -0.056
H -3.30461 -3.33603 -6.47404 0.0 0.0 -0.1 0.353
C 5.92100 5.32843 -2.74140 0.0 0.0 0.0 -0.517
H 4.19830 2.38528 2.66881 0.0 0.0 -0.1 0.654
H -3.91591 -1.24709 5.60036 0.0 0.0 0.0 0.487
H -5.40713 -3.82461 -0.63821 0.0 0.0 0.1 0.428
H -2.88761 -1.39568 -1.10170 0.1 -0.1 0.0 0.190
B -3.30914 -3.86319 -4.29057 0.1 0.2 0.1 -0.299
H -3.87114 -3.32704 -1.37756 -0.1 0.2 0.1 -0.249
H -5.77091 -2.95541 -6.73162 0.0 0.0 -0.1 0.419
H 1.98262 1.58712 0.99016 0.0 0.0 0.0 0.572
C 6.91169 6.23819 -2.38762 0.0 0.0 0.0 -0.470